No. 1
Formula: C30H36N2O6
Source: the OMol25 dataset
Level of theory: ωB97M-V with the def2-TZVPD basis set

Results
HOMO: -8.4 eV
Frontier orbital gap: 8.22 eV
LUMO energy: -0.20 eV
Relative energy (zero: lowest compared OMol25 entry of this formula, charge and spin): 230.3 kJ/mol

```
74
Properties=species:S:1:pos:R:3:lowdin_charge:R:1
C 2.773 -4.022 0.505 -0.11
H 2.632 -2.953 0.651 0.05
C 1.778 -4.580 -0.508 -0.25
C 0.329 -4.495 -0.033 -0.17
H -0.317 -5.018 -0.740 0.12
C -0.171 -3.059 0.078 -0.20
H -0.005 -2.531 -0.871 0.12
H 0.356 -2.525 0.879 0.12
O -1.555 -3.109 0.367 -0.03
C -2.243 -1.947 0.488 -0.25
C -3.608 -2.067 0.758 0.00
C -4.389 -0.940 0.895 -0.06
C -3.832 0.323 0.766 -0.03
C -2.476 0.452 0.508 -0.15
C -1.685 -0.680 0.368 0.03
H -0.636 -0.559 0.152 0.09
C -1.860 1.827 0.327 -0.18
N -2.451 2.804 1.216 0.00
C -3.230 3.738 0.621 -0.37
O -3.840 4.616 1.191 0.10
C -3.151 3.454 -0.871 -0.23
O -3.730 4.048 -1.775 0.09
C -2.229 2.361 -1.030 -0.04
C -1.877 1.889 -2.261 -0.19
O -2.431 2.379 -3.362 0.13
H -3.070 3.095 -3.101 0.11
C -0.866 0.840 -2.460 -0.15
C -1.148 -0.264 -3.260 0.01
C -0.211 -1.264 -3.463 0.02
C 1.032 -1.120 -2.872 -0.24
C 1.337 -0.004 -2.086 -0.14
C 0.396 0.973 -1.869 0.03
H 0.632 1.850 -1.286 0.12
C 2.755 -0.140 -1.616 -0.05
H 3.359 0.728 -1.879 0.13
H 2.810 -0.273 -0.533 0.11
C 3.226 -1.402 -2.373 -0.32
C 4.239 -1.080 -3.466 -0.03
H 3.829 -0.336 -4.146 0.09
H 5.154 -0.697 -3.023 0.09
H 4.469 -1.979 -4.032 0.08
H 3.642 -2.156 -1.696 0.13
O 2.059 -1.990 -2.975 0.00
H -0.432 -2.127 -4.071 0.12
H -2.122 -0.341 -3.717 0.13
C -2.233 2.736 2.635 -0.10
H -2.396 1.709 2.974 0.12
H -2.974 3.390 3.103 0.13
C -0.834 3.231 3.026 -0.15
N 0.233 2.432 2.442 -0.18
C 0.417 1.151 3.104 -0.15
C 1.475 0.347 2.348 -0.19
O 2.703 1.029 2.272 -0.13
C 2.531 2.291 1.670 -0.19
C 1.504 3.139 2.419 -0.16
H 1.374 4.090 1.899 0.13
H 1.875 3.339 3.439 0.13
H 3.511 2.771 1.682 0.13
H 2.201 2.162 0.628 0.11
H 1.679 -0.596 2.860 0.13
H 1.106 0.140 1.332 0.10
H -0.522 0.595 3.093 0.12
H 0.741 1.284 4.151 0.13
H -0.765 3.260 4.126 0.13
H -0.725 4.252 2.652 0.13
H -0.783 1.783 0.514 0.13
H -4.450 1.202 0.867 0.12
H -5.444 -1.041 1.100 0.11
H -4.027 -3.056 0.853 0.12
H 0.223 -4.983 0.938 0.12
H 1.876 -4.046 -1.456 0.09
H 2.018 -5.629 -0.693 0.11
H 2.654 -4.517 1.466 0.08
H 3.792 -4.187 0.163 0.07
```


No. 2
Formula: C46H28Cl2LaN9O3
Source: the OMol25 dataset
Level of theory: ωB97M-V with the def2-TZVPD basis set

Results
Total charge: -2
HOMO (alpha / beta): 0.2 / 0.2 eV
Frontier orbital gap (alpha / beta): 3.61 / 3.61 eV
LUMO energy (alpha / beta): 3.79 / 3.79 eV
Relative energy (zero: lowest compared OMol25 entry of this formula, charge and spin): 137.1 kJ/mol

```
89
Properties=species:S:1:pos:R:3:lowdin_charge:R:1
La -0.759 0.139 -0.382 2.11
C -0.293 -6.857 0.701 -0.09
C -1.233 -6.654 1.768 -0.10
C -1.621 -5.373 2.040 -0.03
C -1.032 -4.262 1.394 -0.10
C -1.312 -2.839 1.373 -0.30
N -2.180 -2.347 2.250 0.17
C -2.190 -1.011 2.457 -0.29
C -3.043 -0.542 3.509 -0.12
C -4.095 -1.150 4.236 -0.03
C -4.793 -0.381 5.141 -0.12
C -4.473 1.004 5.327 -0.11
C -3.417 1.631 4.655 -0.04
C -2.746 0.825 3.707 -0.09
C -1.692 1.146 2.712 -0.37
N -0.996 2.225 2.760 0.17
C 0.198 2.315 2.141 -0.30
N 0.730 1.386 1.189 0.01
C 2.014 1.712 1.106 -0.32
N 3.050 1.242 0.387 0.15
C 2.826 0.125 -0.330 -0.35
N 1.726 -0.523 -0.472 0.05
C 1.957 -1.746 -1.269 -0.45
N 1.424 -2.941 -0.751 0.20
C 0.404 -3.052 -0.002 -0.30
N -0.476 -2.172 0.532 0.00
C -0.004 -4.446 0.490 -0.06
C 0.390 -5.767 0.175 -0.03
C 3.452 -1.784 -1.467 -0.12
C 4.216 -2.763 -2.100 -0.01
C 5.539 -2.390 -2.253 -0.11
C 6.055 -1.153 -1.841 -0.11
C 5.268 -0.180 -1.230 -0.01
C 3.925 -0.565 -1.050 -0.09
C 2.313 2.921 1.931 -0.13
C 3.508 3.546 2.135 -0.05
C 3.543 4.539 3.101 -0.11
C 2.366 4.873 3.853 -0.11
C 1.154 4.256 3.601 -0.04
C 1.147 3.291 2.590 -0.13
N -1.431 0.028 1.978 -0.02
H -0.039 -7.806 0.237 0.09
H -1.786 -7.535 2.144 0.10
H -2.398 -5.173 2.740 0.09
H -4.396 -2.187 4.145 0.10
H -5.539 -0.804 5.747 0.06
H -5.011 1.643 6.059 0.09
H -3.082 2.653 4.733 0.09
H 1.107 -5.933 -0.582 0.09
H 3.826 -3.761 -2.390 0.13
H 6.209 -3.080 -2.758 0.09
H 7.116 -0.941 -1.954 0.09
H 5.653 0.749 -0.849 0.10
H 4.393 3.194 1.600 0.10
H 4.443 5.038 3.433 0.07
H 2.447 5.594 4.657 0.08
H 0.267 4.509 4.181 0.10
Cl -3.860 -1.626 -7.531 0.61
C -3.435 -1.403 -5.905 -0.81
C -4.462 -1.239 -5.027 -0.25
C -4.102 -0.965 -3.655 -0.62
Cl -5.474 -0.565 -2.650 0.58
C -2.814 -0.829 -3.189 -0.41
O -2.505 -0.300 -2.008 -0.36
C -1.736 -1.062 -4.178 -0.19
C -0.420 -0.946 -3.883 -0.14
O 0.197 -0.798 -2.592 -0.30
C -2.109 -1.241 -5.540 -0.13
H -5.490 -1.374 -5.359 0.06
H 0.341 -0.886 -4.657 0.09
H -1.391 -1.346 -6.321 0.07
O -2.352 2.266 -0.094 -0.14
C -1.730 3.526 -0.020 -0.20
C -0.430 3.695 -0.793 -0.26
C 0.195 4.931 -0.838 -0.02
C 1.399 5.053 -1.552 -0.07
C 2.001 3.909 -2.061 -0.05
C 1.261 2.691 -1.980 -0.10
N 0.086 2.615 -1.367 0.04
H -3.103 2.359 -0.709 0.12
H -1.618 3.739 1.071 0.12
H -2.390 4.318 -0.344 0.12
H -0.262 5.799 -0.386 0.11
H 1.841 6.044 -1.654 0.10
H 3.049 3.918 -2.517 0.12
H 1.613 1.727 -2.377 0.11
C 1.491 -1.448 -2.666 -0.13
H 1.430 -2.300 -3.307 0.12
H 2.154 -0.727 -3.146 0.13
```


No. 3
Formula: C3H9N2O
Source: the OMol25 dataset
Level of theory: ωB97M-V with the def2-TZVPD basis set

Results
Total charge: +1
HOMO (alpha / beta): -12.8 / -12.8 eV
Frontier orbital gap (alpha / beta): 7.91 / 7.91 eV
LUMO energy (alpha / beta): -4.85 / -4.85 eV
Relative energy (zero: lowest compared OMol25 entry of this formula, charge and spin): 527.3 kJ/mol

```
15
Properties=species:S:1:pos:R:3:lowdin_charge:R:1
C -2.048 0.396 -0.662 0.21
C -0.131 0.672 0.696 -0.08
C 1.455 0.484 -0.417 -0.12
N -1.082 -0.056 0.072 -0.21
N 1.893 -0.744 -0.180 0.01
O -0.919 -1.488 0.199 0.07
H -2.731 -0.418 -0.927 0.13
H -2.135 1.433 -0.923 0.13
H 0.076 0.313 1.661 0.10
H -0.188 1.720 0.803 0.11
H 1.945 1.463 -0.355 0.12
H 0.809 0.441 -1.322 0.11
H 1.316 -1.567 -0.461 0.12
H -0.751 -1.668 1.173 0.17
H 2.493 -0.982 0.644 0.14
```